13 unconnected molecules or ions with the total composition C48H78Cl2N11O9 at a distorted geometry, computed with ωB97M-V/def2-TZVPD.

Geometry as XYZ:
```
148
Properties=species:S:1:pos:R:3:forces:R:3
C 2.092 -0.099 -2.744 0.0 1.1 -0.9
C 1.076 0.888 -2.212 0.0 -0.1 1.8
N -0.136 0.237 -1.452 -0.6 0.1 -0.4
C -0.883 1.378 -0.827 0.5 0.3 0.7
C -1.008 -0.288 -2.589 -2.0 -0.2 0.3
C -2.441 -0.780 -2.134 1.1 0.3 -1.4
C 0.182 -0.859 -0.414 0.5 0.3 -1.1
C 0.949 -0.386 0.803 -0.1 -0.4 -0.9
O 2.070 0.353 0.359 -0.3 -0.9 0.9
C 3.121 0.348 1.291 0.2 0.7 0.9
H 2.883 0.535 -3.146 0.1 0.1 0.0
H 1.700 -0.566 -3.648 0.0 -0.8 0.4
H 2.616 -0.703 -2.004 -0.6 -0.2 -0.1
H 0.622 1.553 -2.945 0.0 -0.5 -0.3
H 1.514 1.563 -1.477 0.2 -0.2 0.0
H -1.122 2.075 -1.630 -0.3 0.0 0.3
H -0.271 1.873 -0.074 0.6 0.0 -0.5
H -1.707 1.113 -0.165 -0.5 -0.6 -0.9
H -0.564 -0.976 -3.309 0.7 -0.9 1.0
H -1.089 0.506 -3.331 -0.5 0.7 0.5
H -2.815 -1.078 -3.114 -0.3 -0.4 0.1
H -3.142 -0.015 -1.800 0.4 0.2 0.3
H -2.461 -1.651 -1.479 0.2 0.1 -0.1
H 0.746 -1.567 -1.020 0.2 -0.2 0.4
H -0.670 -1.421 -0.032 -0.6 0.4 -0.6
H 1.202 -1.290 1.358 0.6 -0.5 -0.2
H 0.327 0.085 1.565 -0.2 1.0 -0.2
H 4.004 -0.207 0.976 0.2 0.3 -0.7
H 2.884 -0.092 2.260 -0.7 -0.1 0.1
H 3.301 1.396 1.529 0.7 0.0 -0.1
Cl -0.744 -4.730 -1.293 -2.6 -1.7 0.4
O -0.817 -4.071 -0.027 -0.9 1.0 2.4
O -1.085 -6.138 -1.123 -0.1 1.1 -0.3
O -1.577 -4.064 -2.241 -0.8 -0.1 -0.1
O 0.571 -4.597 -1.679 4.9 0.0 -1.8
Cl -0.800 -0.031 -6.907 -1.3 0.0 -2.3
O -1.192 1.198 -6.145 1.1 -1.5 -0.7
O -1.948 -0.491 -7.678 0.0 0.5 0.9
O 0.260 0.155 -7.877 0.2 1.4 0.7
O -0.367 -1.084 -6.044 0.1 -0.2 1.8
C -6.382 -2.262 -3.014 1.2 0.7 0.5
C -6.194 -0.813 -3.571 -0.4 -0.4 0.5
C -6.297 0.353 -2.584 -0.2 -0.1 0.9
C -7.628 0.501 -1.926 -0.1 0.7 -0.3
N -8.690 0.723 -1.523 1.0 -0.5 -0.2
H -5.580 -2.488 -2.312 0.2 0.2 0.3
H -6.214 -3.033 -3.766 -0.5 0.2 -0.3
H -7.285 -2.431 -2.428 -0.3 0.2 -0.5
H -6.939 -0.642 -4.347 0.2 0.0 -0.2
H -5.187 -0.625 -3.946 -0.1 -0.7 -0.6
H -5.983 1.278 -3.069 -0.8 0.2 -0.4
H -5.505 0.336 -1.835 -0.2 -0.7 0.5
C 5.521 -1.892 -1.699 -0.3 -1.2 -1.3
C 5.844 -3.332 -2.233 1.1 1.6 0.7
C 4.676 -4.010 -2.876 -0.3 -0.3 -1.1
C 5.006 -5.231 -3.556 0.6 -1.7 1.4
N 5.297 -6.212 -4.067 0.1 -0.4 -0.5
H 4.446 -1.988 -1.549 -0.1 0.9 0.7
H 5.717 -1.168 -2.490 -0.4 0.1 0.0
H 6.122 -1.554 -0.855 -0.3 -0.4 0.2
H 6.192 -3.891 -1.364 0.2 -0.4 -0.3
H 6.642 -3.207 -2.965 0.2 -0.5 0.2
H 4.424 -3.636 -3.869 -0.9 2.1 0.4
H 3.822 -4.128 -2.209 -0.2 0.0 -0.3
C -4.649 -3.956 0.576 -0.5 -1.5 -0.1
C -5.540 -3.787 1.831 1.3 0.2 -0.1
C -6.433 -2.537 1.756 0.8 0.9 -0.9
C -5.643 -1.347 1.241 -2.1 -3.1 1.5
N -5.016 -0.476 0.894 1.5 2.1 -0.9
H -3.930 -4.756 0.751 0.1 0.0 0.3
H -4.045 -3.133 0.192 -0.5 0.3 0.3
H -5.266 -4.400 -0.205 0.0 0.5 -0.5
H -4.837 -3.829 2.662 -0.2 0.7 0.4
H -6.124 -4.695 1.982 -0.3 0.2 -0.3
H -6.936 -2.187 2.657 0.1 -0.4 0.1
H -7.193 -2.743 1.003 -0.2 0.2 0.0
C -1.459 -1.579 3.782 0.9 0.5 0.2
C -0.305 -1.375 4.827 -1.3 -0.3 -1.1
C -0.882 -1.059 6.238 1.2 0.3 -0.8
C -1.579 0.245 6.121 0.7 -2.0 1.0
N -2.142 1.231 6.056 -0.5 1.2 -0.2
H -2.029 -0.660 3.648 -0.5 0.0 0.7
H -2.073 -2.437 4.058 -0.2 0.2 -0.2
H -1.112 -1.660 2.752 0.5 -0.7 0.0
H 0.334 -0.581 4.443 0.0 0.3 0.5
H 0.338 -2.255 4.838 -0.1 -0.3 0.3
H -0.039 -1.038 6.929 0.1 0.8 0.1
H -1.455 -1.866 6.693 -0.7 0.2 -0.6
N 1.970 -4.508 3.687 0.9 0.8 -1.5
C 2.279 -4.241 2.393 -0.5 1.0 1.3
C 3.280 -3.191 2.459 0.3 -1.1 -2.0
C 3.803 -3.085 3.733 -1.1 1.3 -2.5
C 2.825 -3.723 4.443 0.1 -1.9 3.0
H 1.249 -5.143 3.999 0.1 0.0 0.2
H 1.765 -4.638 1.530 -0.2 -0.2 -0.1
H 3.499 -2.675 1.536 0.5 0.1 0.1
H 4.582 -2.359 3.915 -0.1 -0.3 0.9
H 2.805 -3.806 5.519 -0.4 0.1 0.1
N 1.051 5.802 2.451 -1.4 1.5 -4.1
C 0.996 4.912 3.395 1.1 -1.1 2.9
C 1.099 3.673 2.847 0.3 -1.6 0.7
C 1.132 3.776 1.430 -0.8 1.5 0.9
C 0.926 5.137 1.222 1.5 0.2 -0.4
H 1.079 6.808 2.536 -0.3 -0.3 0.1
H 1.044 5.245 4.421 -0.1 -0.3 0.1
H 1.195 2.796 3.470 -0.1 -0.2 -0.3
H 1.123 2.965 0.716 0.1 0.3 0.0
H 0.695 5.668 0.310 0.4 0.1 0.1
N -1.866 3.798 1.228 0.9 0.2 1.2
C -2.604 4.290 0.200 -1.7 -1.7 -0.1
C -3.760 3.481 0.188 0.5 2.2 -1.5
C -3.678 2.593 1.220 -0.9 -1.1 1.9
C -2.514 2.799 1.932 -0.4 0.1 -1.5
H -0.940 4.110 1.486 -0.3 0.1 -0.1
H -2.345 5.083 -0.486 0.3 -0.1 0.4
H -4.631 3.603 -0.438 0.2 0.0 -0.2
H -4.530 1.993 1.505 0.4 -0.4 0.0
H -2.137 2.252 2.783 0.3 0.4 0.0
N 2.525 2.421 5.799 0.0 -2.7 -0.7
C 2.157 1.110 6.174 -0.4 1.9 1.3
C 2.971 0.226 5.562 -1.4 -1.2 1.0
C 3.816 0.905 4.732 0.6 1.6 -1.3
C 3.492 2.273 4.813 0.9 -0.6 0.9
H 2.210 3.249 6.284 0.1 -0.1 -0.5
H 1.406 0.916 6.926 0.0 0.3 0.0
H 2.897 -0.840 5.722 0.1 0.0 -0.1
H 4.526 0.323 4.162 0.3 0.9 -0.5
H 3.954 3.135 4.357 -0.1 -0.1 0.0
N 5.915 1.869 -3.206 -1.3 1.3 1.4
C 4.743 2.404 -2.678 -0.2 -0.7 0.1
C 4.684 2.172 -1.311 1.6 -1.2 -0.7
C 5.924 1.412 -0.981 -1.4 2.3 -1.2
C 6.656 1.444 -2.147 0.7 -2.2 0.1
H 6.075 1.802 -4.201 0.4 0.1 0.4
H 4.004 2.752 -3.385 -0.1 0.3 0.3
H 3.898 2.440 -0.621 0.0 0.0 -0.2
H 6.213 1.019 -0.017 0.2 0.2 -0.1
H 7.616 0.986 -2.332 0.0 0.0 0.0
N -1.649 4.636 -4.665 2.0 -0.1 0.7
C -1.789 4.762 -3.304 -3.3 0.7 -1.0
C -0.615 4.706 -2.668 0.3 0.7 0.9
C 0.366 4.613 -3.649 0.5 -1.3 -2.6
C -0.294 4.487 -4.906 -0.1 0.5 1.4
H -2.295 4.821 -5.419 -0.2 -0.3 0.5
H -2.758 5.049 -2.924 0.0 -0.3 0.2
H -0.527 4.902 -1.610 0.3 -0.3 -0.1
H 1.422 4.481 -3.465 0.0 0.1 -0.2
H -0.024 4.277 -5.931 0.6 0.0 0.3
```
Positions in Å, forces in eV/Å.

## Properties
Calculated total energy = -4074.68757 Ha
HOMO energy (spin up / spin down) = -7.66 / -7.66 eV
Frontier orbital gap (spin up / spin down) = 5.614 / 1.854 eV
Strongest force on any atom = 0.101 hartree/bohr
Multiplicity = 2

***

A molecular structure, C41H37BrF4N3P2S2Ti at a distorted geometry, computed with ωB97M-V/def2-TZVPD.

Geometry as XYZ:
```
91
Properties=species:S:1:pos:R:3:forces:R:3
Ti -0.128 0.303 -0.610 0.7 0.1 -0.7
C 1.913 -2.195 0.090 0.0 0.1 0.1
N 2.045 -0.754 -0.188 0.1 0.3 0.1
C 2.869 -0.156 0.882 -0.1 0.0 -0.1
C 2.716 -0.567 -1.489 -0.1 -0.1 0.0
C 1.713 -0.739 -2.662 0.0 -0.2 0.2
N 0.357 -0.892 -2.131 0.0 -0.3 -0.2
C -0.345 -2.039 -2.418 0.3 0.3 0.0
C -1.096 -2.558 -1.375 -0.1 -0.1 0.2
F -0.991 -1.864 -0.204 -0.1 0.0 0.1
C -1.840 -3.706 -1.462 -0.1 0.0 0.0
F -2.511 -4.155 -0.395 0.1 0.0 -0.2
C -1.878 -4.403 -2.658 0.0 0.0 0.0
C -1.141 -3.906 -3.715 0.0 0.0 -0.1
F -1.162 -4.543 -4.895 0.0 0.0 0.1
C -0.386 -2.750 -3.613 0.0 0.0 -0.2
F 0.265 -2.298 -4.700 0.0 0.0 0.1
H 2.909 -2.627 0.243 0.0 0.0 0.0
H 1.443 -2.706 -0.746 0.0 0.0 0.0
H 1.315 -2.342 0.987 0.0 0.0 0.0
H 3.856 -0.633 0.910 0.0 0.0 0.0
H 2.370 -0.292 1.840 0.0 0.0 0.0
H 2.981 0.911 0.700 0.0 0.0 0.0
H 3.542 -1.282 -1.577 0.0 0.0 0.0
H 3.137 0.434 -1.499 0.0 0.0 0.0
H 1.982 -1.614 -3.253 0.0 0.0 0.0
H 1.772 0.136 -3.310 0.0 0.0 0.0
H -2.460 -5.306 -2.758 0.0 0.0 0.0
S 1.206 2.533 2.513 0.0 0.0 -0.1
P -0.627 2.624 1.846 -0.3 0.1 0.0
C -1.183 1.049 1.115 -0.2 0.1 1.0
P -1.793 -0.133 2.319 -0.4 -0.2 -0.3
S -0.216 -1.125 2.942 0.0 0.0 0.0
C -2.866 0.434 3.697 0.2 -0.1 0.2
C -2.515 0.047 4.984 -0.1 0.0 0.1
C -3.398 0.245 6.040 0.0 0.0 0.0
C -4.630 0.835 5.814 0.0 0.0 0.0
C -4.977 1.241 4.529 0.1 -0.1 0.1
C -4.103 1.037 3.477 0.0 -0.1 0.0
C -3.080 -1.169 1.546 0.0 0.0 0.1
C -3.227 -2.474 2.003 0.0 0.0 0.0
C -4.337 -3.218 1.632 0.0 0.0 0.0
C -5.305 -2.664 0.806 0.1 0.0 0.0
C -5.159 -1.361 0.346 0.0 0.0 0.0
C -4.051 -0.615 0.721 0.0 0.0 -0.1
C -1.763 3.203 3.168 0.0 0.1 -0.1
C -2.976 3.824 2.865 0.1 0.1 0.0
C -3.785 4.321 3.874 0.1 0.0 0.0
C -3.393 4.196 5.201 0.0 0.0 -0.1
C -2.191 3.579 5.511 0.0 0.0 -0.1
C -1.374 3.091 4.499 -0.1 0.0 0.0
C -0.957 3.913 0.608 0.0 -0.1 0.0
C -0.239 5.101 0.665 0.0 0.0 -0.1
C -0.550 6.134 -0.208 0.0 0.0 0.0
C -1.576 5.988 -1.134 0.0 0.0 0.0
C -2.297 4.803 -1.186 0.0 0.0 0.0
C -1.987 3.770 -0.313 0.0 0.0 0.0
H -1.552 -0.415 5.154 0.0 0.0 0.0
H -3.116 -0.064 7.038 0.0 0.0 0.0
H -5.321 0.984 6.634 0.0 0.0 0.0
H -5.933 1.714 4.347 0.0 0.0 0.0
H -4.394 1.347 2.480 0.0 0.0 0.1
H -2.466 -2.901 2.646 0.0 0.0 0.0
H -4.443 -4.236 1.985 0.0 0.0 0.0
H -6.173 -3.244 0.521 0.0 0.0 0.0
H -5.912 -0.924 -0.298 0.0 0.0 0.0
H -3.945 0.404 0.369 0.0 0.0 0.0
H -3.290 3.938 1.836 0.0 0.0 0.0
H -4.720 4.806 3.626 0.0 0.0 0.0
H -4.024 4.584 5.991 0.0 0.0 0.0
H -1.882 3.480 6.544 0.0 0.0 0.0
H -0.429 2.619 4.732 0.0 0.0 0.0
H 0.572 5.199 1.377 0.0 0.0 0.0
H 0.016 7.056 -0.169 0.0 0.0 0.0
H -1.812 6.795 -1.816 0.0 0.0 0.0
H -3.092 4.679 -1.910 0.0 0.0 0.0
H -2.536 2.838 -0.367 0.0 0.0 0.0
C -4.958 0.533 -4.638 0.0 0.0 0.0
C -3.798 0.667 -3.688 0.0 0.0 0.0
C -2.889 1.721 -3.762 0.0 0.0 -0.1
C -1.821 1.788 -2.888 -0.1 0.0 0.0
C -1.678 0.786 -1.926 0.0 0.3 -0.2
Br 1.121 2.281 -1.277 -0.2 -0.4 0.1
N -2.548 -0.213 -1.844 0.0 0.1 0.1
C -3.574 -0.273 -2.696 0.0 0.0 0.1
H -5.082 1.438 -5.233 0.0 0.0 0.0
H -5.891 0.353 -4.103 0.0 0.0 0.0
H -4.809 -0.300 -5.328 0.0 0.0 0.0
H -3.018 2.489 -4.518 0.0 0.0 0.0
H -1.111 2.600 -2.945 0.0 0.0 0.0
H -4.248 -1.118 -2.575 0.0 0.0 0.0
```
Positions in Å, forces in eV/Å.

## Properties
Calculated total energy = -7050.89246 Ha
HOMO energy (spin up / spin down) = -7.92 / -7.90 eV
Energy above the lowest of the compared OMol25 structures with the same formula, charge and spin = 44.6 kcal/mol
Frontier orbital gap (spin up / spin down) = 7.426 / 6.080 eV
Strongest force on any atom = 0.020 hartree/bohr
Multiplicity = 2

***

2 unconnected molecules or ions with the total composition Cl2NO3P at a distorted geometry, computed with ωB97M-V/def2-TZVPD.

Geometry as XYZ:
```
7
Properties=species:S:1:pos:R:3:forces:R:3
N 2.608 0.331 0.114 0.2 3.5 1.9
O 3.709 0.765 0.140 0.7 -0.6 -0.5
O 2.005 -0.568 -0.261 -0.7 -3.0 -1.5
O -3.074 0.521 -1.038 -0.4 0.1 0.2
P -2.556 0.071 0.258 2.0 -0.7 -0.5
Cl -0.607 0.860 0.540 -1.2 -0.2 0.2
Cl -2.085 -1.979 0.248 -0.4 0.9 0.2
```
Positions in Å, forces in eV/Å.

## Properties
Calculated total energy = -1542.11457 Ha
HOMO energy (spin up / spin down) = -9.95 / -10.58 eV
Energy above the lowest of the compared OMol25 structures with the same formula, charge and spin = 55.9 kcal/mol
Frontier orbital gap (spin up / spin down) = 6.368 / 9.453 eV
Strongest force on any atom = 0.077 hartree/bohr